Entry 1:
This record from OMol25 describes 2 unconnected molecules or ions with the total composition C10H16N2O. The level of theory is ωB97M-V with the def2-TZVPD basis set.

Its HOMO-LUMO gap is 9.30 eV. Its structure (SMILES) is C=C(CNN)c1ccccc1C.O. The charge is 0.

Cartesian coordinates (Å):
C  1.5491  -0.6073  1.8660
C  1.2712  -0.7298  0.5768
C  2.2986  -0.4739  -0.5628
N  3.4898  0.2436  -0.0953
N  3.5916  1.6733  -0.5839
C  -0.0620  -1.1291  0.2034
C  -0.4747  -2.4246  0.2591
C  -1.7395  -2.8134  -0.1133
C  -2.6393  -1.8023  -0.5206
C  -2.1964  -0.5172  -0.5758
C  -0.9265  -0.0640  -0.1575
C  -0.5897  1.3734  -0.1135
H  0.8385  -0.7435  2.6333
H  2.6122  -0.4155  2.1460
H  2.5351  -1.4354  -1.0769
H  1.9540  0.0269  -1.4817
H  4.2308  -0.2637  -0.6125
H  2.8017  1.8359  -1.2163
H  3.3761  2.2856  0.1779
H  0.2922  -3.0535  0.5264
H  -2.0252  -3.8303  -0.2274
H  -3.6392  -2.0646  -0.7712
H  -2.9332  0.0870  -1.0056
H  -0.0287  1.5609  0.8356
H  -1.6203  2.0000  -0.1785
H  0.0515  1.7618  -0.9139
O  -3.8549  2.8591  0.5277
H  -4.6463  2.9194  0.0354
H  -3.5163  3.7414  0.4192


Entry 2:
This record from OMol25 describes a molecular structure, C40H58AsN8O3PSe2Y. The level of theory is ωB97M-V with the def2-TZVPD basis set.

Its HOMO-LUMO gap is 5.63 eV. The charge is +1.

Cartesian coordinates (Å):
Y  -0.3607  0.3727  0.3905
C  2.8008  2.5654  -0.1024
O  2.0771  1.5766  0.6370
C  2.7954  0.3565  0.7066
C  2.8589  -0.2630  -0.6770
O  1.5904  -0.0640  -1.2951
C  1.6047  -0.4212  -2.6725
H  2.2404  3.4892  -0.0654
H  2.9122  2.2690  -1.1477
H  3.7852  2.7068  0.3503
H  2.2481  -0.2946  1.3944
H  3.8029  0.5173  1.1004
H  3.0694  -1.3234  -0.6036
H  3.6292  0.2088  -1.2941
H  2.2891  0.2310  -3.2204
H  0.5958  -0.2949  -3.0606
H  1.9169  -1.4614  -2.7917
Se  -3.8171  -2.2774  2.3709
C  -2.3036  -1.3698  2.1925
N  -1.2971  -0.7795  2.0676
Se  -2.9379  -2.4511  -0.8884
N  -4.2401  -1.7491  -1.7946
C  -3.9615  -0.4516  -1.9520
C  -4.7570  0.5401  -2.5818
C  -4.2653  1.8120  -2.6070
C  -3.0020  2.1233  -2.0281
N  -2.2397  1.2313  -1.4451
C  -2.7209  -0.0242  -1.4113
N  -1.9677  -0.9690  -0.8254
H  -5.7168  0.2838  -3.0086
H  -4.8315  2.6089  -3.0677
H  -2.6200  3.1387  -2.0486
C  0.3521  -3.4423  -2.2788
N  1.3085  -3.9264  -1.2930
C  2.0228  -5.1178  -1.7497
P  1.0416  -3.5694  0.3062
O  0.7753  -2.1096  0.5134
N  -0.2317  -4.4408  0.8668
C  -0.8387  -4.1335  2.1636
C  -0.6533  -5.7059  0.2764
N  2.4137  -4.1649  1.0220
C  3.7230  -3.6480  0.6596
C  2.4150  -4.8202  2.3229
H  0.8508  -3.3150  -3.2420
H  -0.0456  -2.4782  -1.9708
H  -0.4740  -4.1476  -2.4243
H  2.7689  -4.8375  -2.4970
H  1.3363  -5.8287  -2.2185
H  2.5272  -5.6084  -0.9229
H  -0.4651  -3.1820  2.5362
H  -0.6164  -4.9164  2.8937
H  -1.9222  -4.0597  2.0696
H  0.1180  -6.1298  -0.3600
H  -1.5674  -5.5905  -0.3118
H  -0.8577  -6.4265  1.0703
H  3.7125  -3.2678  -0.3583
H  4.4549  -4.4580  0.6983
H  4.0576  -2.8581  1.3415
H  1.4459  -5.2468  2.5425
H  2.6850  -4.1275  3.1263
H  3.1444  -5.6330  2.3150
C  -6.9451  4.7717  3.0036
C  -5.5323  4.2652  3.1062
C  -5.2681  2.9298  3.3652
C  -3.9693  2.4365  3.4281
C  -3.8173  1.0310  3.9426
C  -2.8742  3.2873  3.1765
As  -1.1136  2.3757  2.9055
N  -0.8036  2.3599  1.0551
C  -0.8025  3.3718  0.0808
C  -0.1345  3.1443  -1.1373
C  -0.0785  4.1050  -2.1332
C  -0.6798  5.3435  -1.9495
C  -1.3558  5.5816  -0.7602
C  -1.4208  4.6135  0.2317
C  0.0176  3.6212  3.9617
C  -0.2752  3.5556  5.3380
C  -1.3084  2.6201  5.9208
C  0.4060  4.3849  6.2226
C  1.3898  5.2670  5.8024
C  2.1158  6.1558  6.7761
C  1.7046  5.2760  4.4533
C  1.0460  4.4656  3.5349
C  1.4606  4.5769  2.0971
C  -3.1284  4.6700  3.0698
C  -2.0845  5.7639  3.1338
C  -4.4463  5.1192  3.0115
H  -7.5207  4.1762  2.2939
H  -6.9713  5.8113  2.6803
H  -7.4516  4.7060  3.9682
H  -6.0933  2.2491  3.5493
H  -4.6349  0.3981  3.6065
H  -2.8769  0.5714  3.6646
H  -3.8504  1.0534  5.0357
H  0.3370  2.1828  -1.3319
H  0.4415  3.8869  -3.0588
H  -0.6253  6.1011  -2.7190
H  -1.8464  6.5339  -0.6002
H  -1.9880  4.7989  1.1269
H  -1.1719  1.5960  5.5659
H  -2.3212  2.9249  5.6528
H  -1.2370  2.6132  7.0070
H  0.1555  4.3354  7.2770
H  1.5860  6.2174  7.7256
H  2.2250  7.1647  6.3777
H  3.1185  5.7731  6.9770
H  2.4874  5.9376  4.0938
H  2.5491  4.6057  2.0228
H  1.0749  5.4925  1.6397
H  1.0926  3.7333  1.5289
H  -1.0943  5.4534  2.8291
H  -2.0044  6.1135  4.1661
H  -2.3866  6.6155  2.5218
H  -4.6209  6.1841  2.8945


Entry 3:
This record from OMol25 describes a molecular structure, CH7BORb. The level of theory is ωB97M-V with the def2-TZVPD basis set.

Its HOMO-LUMO gap is 4.85 eV. The charge is -1.

Cartesian coordinates (Å):
Rb  1.6912  -0.6176  0.7312
B  0.7204  0.1250  -1.3340
H  1.5236  0.2308  -2.0466
H  0.9123  0.7966  -0.5116
H  -0.1829  0.4837  -1.8026
H  0.5692  -0.8985  -1.0276
C  -1.0601  -0.0559  1.1933
O  0.0480  0.7634  1.5037
H  -1.9412  0.3381  1.6997
H  -1.2765  -0.0566  0.1250
H  -1.0041  -1.1089  1.4695


Entry 4:
This record from OMol25 describes 4 unconnected molecules or ions with the total composition C36H57F6N3O14S. The level of theory is ωB97M-V with the def2-TZVPD basis set.

Its HOMO-LUMO gap is 8.51 eV. Its structure (SMILES) is [H]/N=C(/C)C[C@]1(CCCCCCCCCCCCC)OS(=O)(=O)[C@@H](N=C=O)[C@@H](C[C@H](O)CN)[C@H]1CCC(F)(F)F.O=C1OC[C@@H](F)O1.O=C1OC[C@@H](F)O1.O=C1OC[C@@H](F)O1. The charge is 0.

Cartesian coordinates (Å):
H  0.5270  0.8285  5.5884
N  0.5359  1.8161  5.2546
C  0.0883  1.8489  3.9253
C  -0.0074  3.3913  3.3200
C  -0.3319  0.4695  3.2504
C  0.6393  -0.3121  2.2036
C  0.5443  0.3706  0.7209
C  1.1772  1.8692  0.5681
C  1.7837  2.1913  -0.9581
C  0.8012  1.6561  -2.1667
C  -0.7776  2.1096  -2.0062
C  -1.7123  1.1765  -3.0317
C  -1.9331  -0.3608  -2.4793
C  -3.2228  -1.1250  -3.2209
C  -4.0986  -2.0604  -2.1942
C  -3.2413  -3.2317  -1.4290
C  -4.0948  -4.6263  -1.1637
C  -3.4765  -5.5212  0.1030
C  -2.7585  -6.9140  -0.3836
O  -0.1415  -1.5958  2.0701
S  0.5663  -2.7708  1.1503
O  0.2660  -4.1708  1.8154
O  -0.1833  -2.8340  -0.2378
C  2.3768  -2.7078  0.7873
N  2.5650  -2.7270  -0.7127
C  3.0819  -3.9249  -1.1466
O  3.8289  -4.9212  -1.6691
C  3.0864  -1.4624  1.5739
C  3.8051  -0.4267  0.5382
C  5.2455  -1.0053  -0.0872
O  6.1955  -1.4421  0.9454
C  5.9580  0.3140  -0.8282
N  5.6218  0.4265  -2.2991
C  2.1021  -0.7774  2.7142
C  3.0251  0.2791  3.5374
C  3.0670  -0.2073  5.1392
C  3.6375  0.9433  6.1554
F  3.4955  2.3373  5.6786
F  2.9298  0.8205  7.4817
F  5.0997  0.7456  6.4776
H  0.9846  3.6620  2.7147
H  -0.8900  3.5338  2.5462
H  -0.0516  4.1917  4.1999
H  -1.3716  0.6297  2.6836
H  -0.5965  -0.3140  4.1125
H  0.9945  -0.2670  -0.1596
H  -0.6197  0.4701  0.4733
H  0.2566  2.6246  0.6621
H  2.0374  2.1057  1.3265
H  1.7588  3.3829  -1.0319
H  2.9096  1.8922  -1.0738
H  0.8269  0.4679  -2.2214
H  1.1356  2.0283  -3.2418
H  -0.9697  3.2286  -2.3730
H  -1.1835  2.0614  -0.9088
H  -2.7328  1.7112  -3.3161
H  -1.0792  1.1093  -4.0416
H  -2.0348  -0.4441  -1.3113
H  -0.9755  -0.9812  -2.8283
H  -3.9074  -0.3138  -3.7632
H  -2.8527  -1.8425  -4.0918
H  -4.6163  -1.3968  -1.3631
H  -4.9881  -2.6052  -2.7645
H  -2.2798  -3.5391  -2.0408
H  -2.9862  -2.8046  -0.3491
H  -5.2306  -4.4200  -0.8647
H  -4.0395  -5.3464  -2.1072
H  -4.3304  -5.8409  0.8734
H  -2.6803  -4.8956  0.7136
H  -2.0860  -6.6834  -1.3178
H  -3.5792  -7.7259  -0.6790
H  -2.0813  -7.4136  0.4573
H  2.8581  -3.7244  1.1885
H  3.9741  -1.9495  2.2099
H  4.0865  0.6281  0.9939
H  3.1549  -0.1747  -0.4309
H  5.0484  -1.7901  -0.9397
H  6.4638  -0.7013  1.5642
H  5.7795  1.2917  -0.2096
H  7.1290  0.0985  -0.7672
H  4.7430  0.9605  -2.4771
H  5.6482  -0.4908  -2.7970
H  1.8972  -1.6774  3.4770
H  4.1711  0.1823  3.2108
H  2.7689  1.4107  3.4068
H  3.8742  -1.0871  5.1489
H  2.0583  -0.7147  5.4801
O  -2.4542  4.3601  -0.0069
C  -3.4540  3.6755  -0.1468
O  -4.5759  3.7886  0.6279
C  -5.5394  2.9215  0.0643
C  -4.6969  1.9371  -0.6725
F  -5.3375  1.4822  -1.7727
O  -3.5868  2.6997  -1.0886
H  -6.1994  3.4931  -0.5969
H  -6.1455  2.4500  0.8426
H  -4.3564  1.0930  -0.0634
O  1.7048  6.5633  0.4868
C  1.7207  6.9006  1.6589
O  2.6529  6.4775  2.5663
C  2.4012  7.1917  3.7599
C  0.9657  7.5662  3.6159
F  0.7123  8.7473  4.2228
O  0.8079  7.7385  2.2258
H  3.0635  8.0625  3.8082
H  2.5815  6.5647  4.6373
H  0.2650  6.8047  3.9744
O  -4.8980  -4.5719  -5.0935
C  -4.2028  -4.1965  -6.0229
O  -3.8700  -4.9768  -7.0961
C  -3.1756  -4.1394  -7.9986
C  -2.6626  -3.0596  -7.1083
F  -2.5915  -1.8826  -7.7695
O  -3.6567  -2.9515  -6.1149
H  -3.8719  -3.7676  -8.7577
H  -2.3701  -4.6842  -8.4983
H  -1.6978  -3.2837  -6.6409


Entry 5:
This record from OMol25 describes 12 unconnected molecules or ions with the total composition C3H28O11. The level of theory is ωB97M-V with the def2-TZVPD basis set.

Its HOMO-LUMO gap is 9.66 eV. Its structure (SMILES) is C=CC.O.O.O.O.O.O.O.O.O.O.O. The charge is 0.

Cartesian coordinates (Å):
C  -2.6848  3.1073  -0.0730
C  -3.0635  1.8280  0.1062
C  -3.2816  1.0474  -1.2101
H  -2.5097  3.8705  0.6203
H  -2.6312  3.5072  -1.0864
H  -3.1409  1.3636  1.1384
H  -4.1303  1.5359  -1.6516
H  -2.4747  1.1903  -1.9708
H  -3.0678  -0.0170  -1.0583
O  3.4147  -0.0766  -0.0325
H  2.8302  0.3049  0.4813
H  2.9758  -0.4818  -0.8840
O  0.4812  -0.7003  4.1933
H  1.4204  -0.5625  4.4916
H  0.5487  -1.2140  3.3779
O  0.9839  0.7252  0.8054
H  0.6171  0.5388  1.7222
H  0.4411  0.1377  0.2225
O  3.7626  -2.3802  1.1822
H  3.7633  -3.0129  0.3956
H  4.0056  -1.5377  0.9037
O  1.1721  -1.9405  1.8193
H  0.7815  -2.4389  1.0124
H  2.0646  -2.0322  1.7855
O  -1.3842  0.5591  3.3511
H  -1.3941  1.4922  3.2958
H  -0.8831  0.2919  4.1532
O  -1.2954  -1.7515  0.7129
H  -2.2038  -1.5686  1.0082
H  -0.7912  -1.7067  1.5350
O  2.3781  -0.5532  -3.5420
H  1.7551  -0.1387  -2.9017
H  2.5454  0.2695  -4.0129
O  -0.0336  -1.5497  -1.5195
H  -0.9690  -1.3558  -1.2190
H  -0.0086  -2.4482  -1.4403
O  0.6085  1.5330  -1.9759
H  1.2483  1.8557  -1.2955
H  0.2953  2.3009  -2.3579
O  -0.8989  -0.1674  -3.6262
H  -0.6660  0.7374  -3.6055
H  -0.5810  -0.5623  -2.8511


Entry 6:
This record from OMol25 describes 3 unconnected molecules or ions with the total composition C33H50BrF3N5O11S2. The level of theory is ωB97M-V with the def2-TZVPD basis set.

Its HOMO-LUMO gap is 8.92 eV. The charge is +1.

Cartesian coordinates (Å):
C  -1.2619  1.5366  2.1425
C  -0.5269  0.5978  1.9966
C  0.3420  -0.5929  1.8085
C  0.2187  -1.1962  0.3825
C  -1.2947  -1.6403  0.3384
C  -2.2534  -0.7012  -0.4454
C  -3.7027  -0.9296  -0.0318
C  -4.1193  -0.8166  1.2976
C  -5.4347  -0.9842  1.6985
C  -6.4063  -1.2615  0.7375
C  -6.0180  -1.3924  -0.5905
C  -4.6892  -1.2273  -0.9769
C  0.4953  -0.1862  -0.7344
N  1.9304  0.0980  -1.0689
C  2.2584  -0.0447  -2.5398
C  2.9574  1.2096  -3.1292
C  4.0458  0.7952  -4.1217
F  4.9863  0.0263  -3.6078
F  4.5890  1.8931  -4.6592
F  3.4464  0.1455  -5.1445
C  2.9506  -0.4180  -0.1093
N  3.1961  0.4262  0.9750
C  2.5144  1.6801  1.2143
C  3.0944  2.9772  0.6231
C  4.0849  3.7037  1.5726
O  4.2240  -0.4387  -0.8872
N  4.9750  0.7460  -0.7676
O  6.1127  0.5056  -0.8207
C  2.7630  -1.9780  0.2285
N  3.3655  -2.6264  -0.9631
C  3.9210  -3.7078  -0.8944
O  4.4488  -4.7358  -0.8280
C  3.4949  -2.4411  1.4964
Br  5.4624  -2.1533  1.4139
C  3.1065  -1.9378  2.9086
C  3.7223  -2.9012  3.9750
C  1.2052  -2.4199  0.1596
C  0.8394  -3.0133  -1.2269
C  0.8812  -3.5509  1.1545
N  1.6087  -4.8028  0.8563
C  1.7257  -5.6893  2.0303
H  -2.0387  2.2701  2.1008
H  1.3423  -0.2969  2.1211
H  -0.0001  -1.3269  2.5448
H  -1.7147  -1.6696  1.3462
H  -1.4509  -2.6568  -0.0208
H  -2.0596  0.3587  -0.2789
H  -2.2091  -0.9836  -1.5033
H  -3.3708  -0.5884  2.0537
H  -5.7446  -0.8763  2.7315
H  -7.4530  -1.3706  0.9972
H  -6.7514  -1.5942  -1.3653
H  -4.4241  -1.3212  -2.0264
H  -0.0234  0.7408  -0.4814
H  -0.0234  -0.5353  -1.6256
H  1.9547  1.1310  -1.0311
H  2.7510  -0.9772  -2.8013
H  1.3261  -0.0703  -3.1101
H  2.2635  1.8112  -3.7176
H  3.3873  1.8688  -2.3712
H  3.9502  0.2011  1.5996
H  1.4826  1.6093  0.8538
H  2.4043  1.8419  2.2936
H  2.2246  3.6317  0.5167
H  3.5027  2.8705  -0.3845
H  3.6733  3.6148  2.5821
H  5.0928  3.2978  1.4902
H  4.0466  4.7675  1.3305
H  3.4373  -3.5244  1.6001
H  3.5097  -0.9614  3.1841
H  2.0443  -1.9311  3.1411
H  4.7502  -2.6489  4.2212
H  3.5666  -3.9528  3.7260
H  3.1451  -2.7245  4.8921
H  1.1078  -2.3778  -2.0711
H  -0.2258  -3.2337  -1.3221
H  1.3339  -3.9664  -1.4105
H  -0.1851  -3.8182  1.1143
H  1.0839  -3.3215  2.1999
H  1.1416  -5.3077  0.1201
H  1.0971  -5.3871  2.8715
H  1.4357  -6.6986  1.7221
H  2.7800  -5.7754  2.3161
C  -7.8471  3.1869  -1.4054
C  -7.8638  1.7960  -0.8068
O  -6.4840  1.5086  -0.5370
S  -5.7236  2.8585  -0.1473
O  -5.6413  2.9590  1.2639
O  -4.5669  2.9731  -0.9683
O  -6.8365  3.8876  -0.6646
H  -7.5494  3.1655  -2.4556
H  -8.8032  3.6940  -1.3108
H  -8.2809  1.0542  -1.4819
H  -8.4082  1.7736  0.1395
C  -1.1021  5.0495  -2.5077
C  -2.1664  4.4433  -1.6182
O  -1.4864  3.3859  -0.9200
S  0.0312  3.8034  -0.6805
O  0.1671  4.3132  0.6330
O  0.8428  2.7356  -1.1789
O  0.0987  5.0182  -1.7085
H  -0.9341  4.4426  -3.3993
H  -1.3327  6.0688  -2.8033
H  -3.0072  4.0501  -2.1752
H  -2.5260  5.1605  -0.8790


no.,strongest force on any atom (eV/Å),HOMO (eV)
1,3.259,-8.64
2,1.410,-9.56
3,6.119,-2.59
4,11.263,-9.32
5,9.218,-9.56
6,3.305,-11.21